Record 1
Computed, not measured: 9 unconnected molecules or ions with the total composition C12H42O12 in a non-equilibrium geometry, with ωB97M-V with the def2-TZVPD basis set.

The geometry in XYZ format:
```
66
Properties=species:S:1:pos:R:3:forces:R:3:mulliken_charge:R:1
C 5.146150 -15.789570 -24.689157 -0.52 0.52 -0.54 -1.075
C 4.982585 -14.320751 -24.297986 0.70 -0.39 0.88 1.410
C 3.745299 -14.039699 -23.472904 0.34 -0.68 0.16 -1.121
O 6.106060 -14.006066 -23.437600 -0.21 0.50 -0.36 -0.590
H 5.376346 -16.370639 -23.798432 -0.03 -0.08 -0.01 0.260
H 5.956375 -15.875629 -25.415581 0.13 -0.17 0.11 0.228
H 4.238161 -16.157627 -25.175706 0.02 -0.12 0.10 0.150
H 5.013671 -13.666149 -25.173884 -0.03 -0.03 -0.07 -0.172
H 3.767455 -13.022141 -23.094099 -0.37 0.16 -0.39 0.109
H 3.752196 -14.681652 -22.585745 0.05 -0.12 -0.07 0.179
H 2.858196 -14.317843 -24.040938 -0.16 0.46 0.03 0.276
H 6.902592 -13.976798 -23.987755 0.10 -0.13 0.13 0.307
C 0.405902 -14.293423 -22.082431 -0.07 -0.86 -0.08 -0.885
C -0.711375 -14.921614 -22.906183 0.44 -0.24 1.02 0.334
C -0.185850 -15.473690 -24.200909 -0.09 0.22 -0.85 -0.733
O -1.236604 -16.053541 -22.196423 -0.36 0.20 -0.09 -0.552
H 1.083493 -15.111877 -21.820756 0.37 0.25 -0.24 0.197
H 0.036055 -13.936872 -21.118532 -0.07 0.48 -0.20 0.517
H 0.873532 -13.532588 -22.707454 0.27 0.17 0.46 0.054
H -1.435743 -14.105495 -23.026888 -0.46 -0.51 -0.39 0.206
H 0.039042 -14.650837 -24.884688 0.12 -0.06 0.00 0.308
H -0.896417 -16.124281 -24.710872 -0.22 0.12 0.15 0.437
H 0.714527 -16.079897 -24.083215 0.05 0.15 0.28 -0.187
H -1.581860 -15.775871 -21.341484 0.04 0.08 -0.05 0.324
O 3.840530 -20.723477 -24.248589 -0.26 0.43 0.75 -0.532
C 3.611068 -19.337455 -23.963801 0.34 0.42 -0.95 -0.287
C 2.329303 -18.832425 -24.600076 -0.34 -0.50 0.61 0.187
O 1.182647 -19.234671 -23.843102 0.14 -0.05 -0.29 -0.519
H 4.259593 -21.055746 -23.448675 -0.01 -0.39 -0.24 0.310
H 3.589724 -19.117245 -22.893767 0.02 -0.18 0.10 0.344
H 4.447663 -18.783027 -24.405044 0.01 0.19 0.12 0.159
H 2.229382 -19.276694 -25.588667 -0.09 0.01 -0.04 0.303
H 2.323459 -17.745603 -24.704787 0.28 0.07 -0.08 -0.225
H 1.232893 -18.797776 -22.987195 -0.12 0.03 -0.02 0.310
O 8.471573 -14.364450 -25.207931 0.47 -0.13 -0.27 -0.562
C 8.168549 -14.068282 -26.560026 -2.02 0.12 -0.71 -0.185
C 8.098957 -12.562923 -26.774123 1.73 -0.68 -0.24 -0.346
O 9.435366 -12.052004 -26.734295 -0.02 0.44 -0.13 -0.569
H 8.682814 -15.303491 -25.154036 0.03 0.09 0.20 0.292
H 8.782025 -14.522942 -27.342306 0.88 0.17 0.55 0.430
H 7.189694 -14.502147 -26.825755 -0.21 0.22 0.33 0.131
H 7.459700 -12.009981 -26.089453 -0.28 -0.24 0.11 0.254
H 7.808745 -12.410815 -27.811212 -0.38 0.15 0.06 0.204
H 9.859538 -12.249152 -25.893838 -0.25 -0.11 0.13 0.330
O 3.547767 -9.032556 -20.571586 -0.18 -0.06 -0.51 -0.474
C 2.358647 -9.802048 -20.655033 0.17 -1.29 0.99 -0.703
C 2.454384 -11.107389 -21.456248 -0.88 0.69 0.09 0.054
O 2.593694 -10.836853 -22.848321 0.09 -0.20 0.18 -0.428
H 3.786794 -8.736331 -21.456729 0.02 0.16 0.13 0.322
H 2.158930 -10.116811 -19.627020 0.02 0.13 0.07 0.352
H 1.471565 -9.248014 -20.963123 0.17 0.31 -0.37 0.286
H 1.481278 -11.587732 -21.315999 -0.04 0.03 -0.25 0.091
H 3.165904 -11.844219 -21.071747 0.48 0.41 -0.08 0.245
H 3.261888 -10.151902 -22.937139 0.14 -0.12 -0.18 0.256
O 2.091573 -15.715720 -26.767356 0.07 0.10 0.28 -0.598
H 2.759793 -15.760078 -27.456841 -0.04 0.00 0.01 0.244
H 2.161280 -14.811581 -26.409018 -0.08 -0.11 -0.35 0.313
O 2.417248 -12.806013 -26.632557 0.58 -0.03 0.12 -0.581
H 2.028313 -12.449168 -27.437383 -0.02 -0.03 0.06 0.235
H 3.389734 -12.731220 -26.765352 -0.75 0.05 -0.02 0.386
O 5.959917 -15.208948 -20.771450 -0.07 0.10 -0.15 -0.663
H 5.977894 -14.690246 -21.596795 0.08 -0.17 0.09 0.381
H 5.092658 -15.625024 -20.760433 0.05 0.04 0.02 0.294
O 4.962622 -12.896756 -27.775728 0.14 -0.01 -0.25 -0.627
H 4.745186 -13.654706 -28.333138 0.06 0.07 0.05 0.309
H 5.109279 -12.169153 -28.393966 0.02 -0.06 0.10 0.290
```
Positions in Å, forces in eV/Å.

Summary:
lowest unoccupied orbital energy	-0.4	eV
relative energy (zero: lowest compared OMol25 entry of this formula, charge and spin)	0.0	kcal per mole
frontier orbital gap	0.34666	Eh
SMILES	CC(C)O.CC(C)O.OCCO.OCCO.OCCO.O.O.O.O

Record 2
Computed, not measured: a molecular structure, C25H41BN2O2RuSi2, with ωB97M-V with the def2-TZVPD basis set.

The geometry in XYZ format:
```
74
Properties=species:S:1:pos:R:3:forces:R:3:lowdin_spin:R:1
Ru -1.323723 0.412254 0.067974 0.10 -0.39 -0.10 2.493
C -4.378061 -0.032263 -1.953685 -0.12 0.03 0.08 0.012
Si -2.784297 -0.765642 -2.596636 -0.07 -0.06 0.17 0.041
C -3.228703 -2.065912 -3.856486 0.01 -0.18 -0.08 0.004
C -1.801552 0.555604 -3.457553 0.16 0.13 -0.04 0.019
N -1.899144 -1.288411 -1.185177 -0.13 0.30 0.08 0.273
C -1.383000 -2.441203 -0.768859 0.17 -0.13 0.07 0.143
C -1.406335 -3.652490 -1.526521 -0.06 0.22 0.08 0.029
C -0.879981 -4.808290 -1.038808 0.12 -0.11 0.16 0.101
C -0.278544 -4.849517 0.249027 -0.07 -0.11 -0.19 0.072
C -0.202791 -3.725340 1.006780 -0.08 0.28 -0.03 0.048
C -0.722994 -2.467501 0.546753 -0.03 -0.21 -0.18 0.112
N -0.631093 -1.326705 1.222996 0.06 0.24 -0.07 0.284
Si 0.198094 -1.116392 2.768890 -0.07 0.02 -0.10 0.038
C -0.669789 -2.101527 4.090406 -0.07 -0.12 0.13 0.006
C 1.996127 -1.613480 2.665994 0.17 -0.02 -0.03 0.007
C 0.136686 0.681502 3.208886 -0.06 0.16 -0.05 0.015
H -4.861183 0.604248 -2.699756 0.01 -0.04 -0.01 0.001
H -4.201141 0.579709 -1.065548 -0.02 0.02 -0.02 0.003
H -5.081586 -0.821399 -1.674978 0.02 0.03 0.01 0.000
H -3.849928 -1.594097 -4.623074 0.00 -0.02 0.00 0.001
H -3.803171 -2.885826 -3.419678 -0.01 0.02 -0.03 0.000
H -2.350039 -2.484105 -4.353180 -0.04 0.01 -0.01 0.000
H -2.393400 0.979739 -4.273209 0.04 0.00 -0.02 0.002
H -0.872138 0.151186 -3.864626 -0.02 0.02 0.01 0.000
H -1.533771 1.369429 -2.778309 0.00 0.01 -0.02 0.007
H -1.856419 -3.635065 -2.507606 0.01 -0.01 0.02 -0.001
H -0.915792 -5.708877 -1.638653 0.00 0.00 0.01 0.005
H 0.123799 -5.781849 0.623411 0.00 0.00 -0.01 0.003
H 0.262139 -3.771275 1.980977 0.00 0.02 0.02 0.000
H -0.551283 -3.179084 3.967899 -0.03 0.01 0.03 0.000
H -1.739907 -1.881116 4.099126 0.02 0.00 0.00 0.000
H -0.262528 -1.829363 5.068437 -0.03 -0.02 -0.01 0.001
H 2.167480 -2.549427 2.132709 0.01 0.00 0.03 0.000
H 2.402232 -1.720019 3.675935 0.00 0.01 -0.02 0.001
H 2.565447 -0.826479 2.163498 -0.03 -0.03 0.06 0.000
H -0.868322 1.012521 3.482143 0.05 0.00 -0.02 0.001
H 0.484303 1.305134 2.379891 0.00 -0.01 0.07 0.006
H 0.794050 0.883887 4.059179 -0.02 -0.04 0.03 0.002
C -2.000120 2.399609 0.163572 0.17 -0.04 0.14 0.113
C -1.421043 3.180386 1.298848 -0.10 -0.14 -0.24 0.027
C -2.113863 3.321873 2.499550 -0.04 0.06 0.14 0.020
C -1.557598 4.001335 3.575797 -0.03 -0.03 -0.05 -0.001
C -0.291199 4.558065 3.472207 -0.01 -0.02 -0.04 0.020
C 0.407157 4.433208 2.276548 -0.04 -0.03 -0.02 -0.001
C -0.150849 3.752872 1.206051 0.07 0.08 0.00 0.021
H -1.798746 2.871363 -0.801787 -0.01 0.02 0.00 0.025
H -3.086303 2.287527 0.272204 -0.03 0.08 0.03 0.014
H -3.106439 2.892726 2.589865 0.01 0.01 0.01 0.000
H -2.118041 4.096754 4.497721 0.00 0.00 0.00 0.000
H 0.145732 5.086123 4.309773 0.00 0.00 0.00 0.001
H 1.396429 4.863933 2.181252 0.00 0.00 -0.01 -0.001
H 0.412585 3.636509 0.287772 -0.01 0.02 0.02 0.001
C 4.024484 1.088421 0.030017 0.07 0.03 -0.01 0.001
C 2.791694 1.187717 -0.843426 -0.07 -0.07 0.07 0.000
C 2.842175 2.439056 -1.705471 -0.01 0.03 -0.04 0.000
O 1.630673 1.327057 0.023841 -0.01 -0.11 -0.03 0.006
B 0.602738 0.635426 -0.567174 0.00 -0.10 0.05 0.022
O 1.006236 -0.099668 -1.663505 0.01 0.14 0.11 0.005
C 2.458477 -0.106769 -1.648676 -0.05 0.07 -0.04 -0.001
C 2.874953 -1.385884 -0.938743 0.00 -0.03 0.05 0.000
C 2.950800 -0.102745 -3.081268 0.06 -0.01 -0.03 0.000
H 4.160840 2.024720 0.572141 0.00 -0.01 0.00 0.000
H 4.913597 0.914393 -0.580738 -0.01 0.00 0.01 0.000
H 3.937955 0.281868 0.755762 0.00 0.02 -0.02 0.000
H 2.893551 3.311053 -1.052710 0.00 0.00 -0.01 0.000
H 1.946315 2.526670 -2.322348 0.00 -0.01 0.00 0.000
H 3.716708 2.442204 -2.357045 0.00 0.00 0.01 0.000
H 2.492471 -1.408513 0.083021 0.02 0.01 -0.10 0.000
H 3.960058 -1.497514 -0.910022 -0.01 0.00 -0.02 0.000
H 2.449743 -2.235748 -1.474157 0.00 0.01 0.00 0.000
H 2.500914 0.705674 -3.654030 0.00 0.01 0.00 0.000
H 2.690664 -1.048267 -3.557876 -0.01 0.01 0.00 0.000
H 4.037508 0.006008 -3.115534 -0.01 -0.01 0.01 0.000
```
Positions in Å, forces in eV/Å.

Summary:
spin multiplicity	5
lowest unoccupied orbital energy (alpha / beta)	0.6 / -1.4	eV
frontier orbital gap (alpha / beta)	0.27537 / 0.24175	Eh

Record 3
Computed, not measured: 9 unconnected molecules or ions with the total composition C29H50N9O9 in a non-equilibrium geometry, with ωB97M-V with the def2-TZVPD basis set.

The geometry in XYZ format:
```
97
Properties=species:S:1:pos:R:3:forces:R:3:mulliken_charge:R:1
C -1.784113 0.855897 -0.354309 0.69 -2.56 -2.39 -1.050
C -0.485113 1.618897 0.067691 -0.75 -0.90 1.81 0.878
C 0.502887 0.699897 0.830691 -0.61 -3.36 -2.94 0.558
C 1.901887 1.200897 0.857691 2.10 -5.66 -1.52 -0.628
C 2.412887 1.231897 -0.613309 -2.38 3.92 1.71 -1.719
C 1.657887 2.375897 -1.372309 3.10 0.88 -0.51 0.836
N 0.213887 2.221897 -1.066309 -2.64 -0.13 -7.38 1.055
O -0.473113 2.450897 -2.112309 1.86 -0.55 4.41 -0.371
C 2.048887 2.408897 -2.976309 -7.39 -0.33 0.39 -1.322
C 2.160887 3.729897 -0.793309 1.95 1.50 0.38 -1.364
C -0.765113 2.831897 0.962691 -6.51 -0.78 1.49 -0.729
H -1.558113 -0.161103 -1.127309 -0.33 2.97 2.67 -0.216
H -2.489113 1.401897 -0.946309 0.12 1.01 -0.63 0.617
H -2.463113 0.570897 0.457691 1.07 -0.29 0.47 0.078
H 0.358887 -0.366103 0.247691 0.98 2.50 1.11 -0.956
H 0.185887 0.403897 1.785691 -1.12 0.37 1.38 0.951
H 2.629887 0.347897 1.269691 -1.79 1.02 -0.62 -0.348
H 2.070887 1.829897 1.661691 0.46 2.70 0.59 0.733
H 2.318887 0.391897 -1.194309 -0.46 -2.57 -0.53 0.292
H 3.386887 1.544897 -0.610309 2.65 0.63 -0.24 1.004
H 3.002887 2.261897 -3.175309 4.85 -0.29 0.07 0.565
H 1.692887 3.381897 -3.523309 0.47 -1.97 1.21 0.294
H 1.572887 1.462897 -3.495309 0.39 2.03 0.96 0.184
H 1.993887 3.836897 0.332691 -0.21 0.15 -1.72 0.362
H 1.813887 4.595897 -1.457309 0.02 -1.08 1.42 0.337
H 3.352887 3.839897 -0.854309 -2.58 -0.79 -0.18 0.342
H 0.082887 3.433897 0.998691 1.10 1.22 0.84 0.499
H -1.314113 2.416897 2.088691 2.30 1.36 -3.40 -0.355
H -1.723113 3.406897 0.470691 2.60 -0.97 1.07 0.385
N -3.807113 -4.090103 -4.809309 -0.89 -1.01 1.54 -0.012
C -3.657113 -3.947103 -3.409309 2.73 7.66 -5.09 -0.890
C -3.076113 -2.557103 -3.290309 -1.73 -1.36 -1.18 -0.040
C -3.025113 -1.897103 -4.632309 -3.59 -10.44 1.39 -0.144
C -3.612113 -2.986103 -5.579309 3.31 2.77 12.51 -0.830
H -4.150113 -5.022103 -5.112309 0.39 1.37 -0.29 0.234
H -3.717113 -4.755103 -2.832309 -0.34 -2.82 2.47 0.446
H -2.957113 -2.023103 -2.304309 0.12 -0.78 -1.28 0.293
H -2.841113 -0.953103 -4.793309 1.06 4.69 -1.12 0.331
H -3.693113 -2.994103 -6.498309 -0.90 -0.08 -8.87 0.638
N -2.063113 2.424897 4.380691 -4.17 1.83 2.15 0.049
C -1.620113 3.643897 4.864691 5.67 -1.79 -0.02 -0.417
C -0.155113 3.549897 5.009691 -2.50 -2.89 -2.61 -0.990
C 0.217887 2.159897 4.448691 -2.84 2.19 2.14 -0.115
C -1.056113 1.539897 4.327691 3.27 3.73 -0.19 -1.053
H -3.208113 2.207897 4.455691 4.28 0.70 -0.46 0.187
H -2.139113 4.494897 5.157691 -1.47 0.90 0.12 0.522
H 0.559887 4.311897 5.281691 -0.28 0.08 0.04 0.384
H 1.228887 1.745897 4.326691 -0.80 0.09 0.26 0.520
H -1.343113 0.646897 4.041691 -0.74 -4.64 -1.43 0.873
N -4.810113 1.082897 4.252691 -1.07 2.76 7.10 -0.208
C -5.252113 2.451897 4.429691 0.42 -1.04 -3.72 -0.652
C -5.345113 3.059897 3.074691 2.63 -5.52 1.61 -0.488
C -4.765113 1.978897 2.105691 -1.23 -0.50 5.83 -0.465
C -4.482113 0.814897 3.081691 0.68 -0.34 -8.25 -0.376
H -4.548113 0.435897 5.094691 -0.94 1.83 -2.19 0.316
H -5.242113 2.669897 5.467691 -0.74 1.15 0.43 0.509
H -5.633113 4.054897 2.835691 -0.18 0.44 -0.06 0.439
H -4.833113 1.997897 1.020691 0.28 -0.20 0.44 0.522
H -4.111113 -0.234103 3.021691 -0.14 1.04 -1.23 0.458
N 6.317887 -2.471103 2.171691 1.73 0.15 -2.71 -0.082
C 5.666887 -1.268103 2.122691 -2.40 0.76 1.34 -0.774
C 4.795887 -1.174103 3.253691 2.31 -1.52 0.70 0.047
C 5.079887 -2.313103 4.147691 1.21 -0.94 -3.66 -0.750
C 6.019887 -3.139103 3.320691 -1.04 -0.86 2.22 -0.308
H 7.025887 -2.776103 1.328691 -2.51 0.82 3.36 0.336
H 5.679887 -0.534103 1.307691 0.45 -0.76 0.28 0.381
H 4.198887 -0.338103 3.609691 0.15 -0.04 -0.58 0.522
H 4.544887 -2.531103 5.111691 1.02 0.02 -1.29 0.333
H 6.466887 -4.212103 3.414691 -1.00 2.36 0.26 0.320
C 3.240887 -4.141103 -0.630309 -5.19 2.69 3.99 -0.823
N 3.520887 -2.733103 -1.107309 -1.00 1.70 1.70 0.794
O 4.131887 -2.418103 -2.107309 -0.29 -1.28 0.27 -0.549
O 3.065887 -1.884103 -0.319309 0.34 -0.80 -0.83 -0.355
H 1.995887 -4.380103 -0.661309 3.57 1.07 -0.17 0.175
H 3.489887 -4.156103 0.496691 -0.09 -0.02 -2.06 0.234
H 3.705887 -4.780103 -1.205309 2.58 -3.38 -2.78 0.504
C 0.727887 -2.722103 2.354691 -3.32 4.48 -2.19 -0.853
N -0.602113 -2.756103 1.628691 -1.45 3.50 4.84 1.047
O -0.998113 -3.818103 1.421691 -1.42 -4.69 -2.76 -0.567
O -1.384113 -1.794103 1.843691 1.32 -0.05 -1.37 -0.495
H 1.332887 -2.582103 1.578691 3.59 0.39 -2.56 0.227
H 0.746887 -3.542103 2.865691 0.59 -4.86 2.84 0.469
H 0.550887 -1.858103 2.911691 0.70 1.31 1.20 0.261
C 0.697887 -3.003103 -3.441309 -3.74 2.61 0.22 -1.223
N 0.337887 -2.042103 -2.321309 3.50 2.38 -7.39 0.957
O 0.097887 -2.476103 -1.309309 -2.19 -2.36 7.12 -0.441
O 0.545887 -0.858103 -2.615309 -0.69 -0.11 0.69 -0.450
H 0.446887 -2.420103 -4.300309 -0.53 -0.34 -0.88 0.354
H 0.185887 -3.884103 -3.242309 -0.95 -1.55 -0.10 0.325
H 1.682887 -3.084103 -3.436309 4.54 -0.53 0.35 0.443
C -2.288113 2.140897 -5.899309 -3.54 -1.24 -0.24 -0.513
N -1.088113 1.467897 -6.281309 3.64 -2.92 4.81 0.731
O -1.070113 0.620897 -7.104309 -1.00 -0.24 -3.34 -0.469
O -0.204113 1.374897 -5.371309 -0.93 2.02 -0.90 -0.420
H -2.863113 1.212897 -5.390309 0.88 2.17 -1.41 0.113
H -2.833113 2.422897 -6.893309 0.81 -0.01 2.30 0.296
H -2.142113 2.807897 -5.032309 0.12 0.23 -1.20 0.254
```
Positions in Å, forces in eV/Å.

Summary:
charge	+1
lowest unoccupied orbital energy	-5.1	eV
relative energy (zero: lowest compared OMol25 entry of this formula, charge and spin)	29.4	kcal per mole
frontier orbital gap	0.17953	Eh